(1)
This record from the Open Molecules 2025 dataset describes a structure of composition C17H15N5O3STa in a non-equilibrium geometry. The level of theory is ωB97M-V/def2-TZVPD.

As for the HOMO energy (spin up / spin down): -17.3 / -17.3 eV. Its gap between HOMO and LUMO (spin up / spin down) is 0.171 / 0.171 Eh. The largest force on an atom comes out at 3.5 eV Å⁻¹. As for the total charge: +3. Its energy is -1610.4330 Ha. Its spin multiplicity is 1.

Each line ends with the Löwdin charge.
Positions of all 42 atoms, in Å:
1 Ta 0.018 0.512 -1.198  2.1557
2 S -4.202 -0.790 -2.927  1.2481
3 O 2.079 0.040 -2.299  -0.0664
4 O 0.928 1.473 -3.252  -0.1152
5 O 0.101 -1.269 -0.659  -0.1751
6 N 0.433 0.408 1.018  -0.0723
7 N 1.945 0.791 -3.249  -0.1449
8 N 0.552 -0.813 1.476  0.1178
9 N 0.209 2.619 -0.344  -0.0458
10 N -1.983 0.185 -2.133  -0.2076
11 C -3.725 0.752 -3.506  -0.2797
12 C 0.143 3.754 -1.072  -0.0665
13 C 0.590 1.447 3.231  0.0382
14 C 0.600 3.981 1.611  0.0738
15 C -2.527 1.114 -2.991  -0.2099
16 C 0.412 -1.739 0.546  -0.3085
17 C -2.788 -0.876 -2.018  -0.4042
18 C 1.248 -5.803 1.282  0.0159
19 C 0.297 5.015 -0.524  0.0394
20 C 1.159 -4.911 2.354  -0.0159
21 C 0.699 -4.047 -0.262  0.0017
22 C 0.428 2.734 1.005  -0.1846
23 C 0.497 1.490 1.762  -0.1774
24 C 0.530 5.134 0.843  0.0642
25 C 1.016 -5.364 -0.024  -0.0240
26 C 0.854 -3.586 2.133  0.0174
27 C 0.638 -3.126 0.811  -0.1496
28 H -0.228 2.010 3.685  0.1279
29 H 0.526 -3.701 -1.271  0.1168
30 H 0.247 5.888 -1.159  0.1463
31 H 1.487 -6.843 1.464  0.1340
32 H 0.764 -2.898 2.959  0.1207
33 H -2.004 2.031 -3.215  0.1206
34 H 0.553 0.416 3.575  0.0977
35 H 0.663 6.105 1.299  0.1518
36 H -0.029 3.647 -2.137  0.1205
37 H 1.331 -5.265 3.360  0.1290
38 H -4.331 1.316 -4.190  0.1101
39 H 1.095 -6.057 -0.849  0.1276
40 H -2.542 -1.723 -1.395  0.1012
41 H 0.805 4.044 2.670  0.1428
42 H 1.513 1.904 3.588  0.1286



(2)
This record from the Open Molecules 2025 dataset describes a structure of composition C17H16AuBNO6 in a non-equilibrium geometry. The level of theory is ωB97M-V/def2-TZVPD.

As for the HOMO energy: -10.7 eV. Its gap between HOMO and LUMO is 0.167 Eh. The largest force on an atom comes out at 5.5 eV Å⁻¹. As for the total charge: +1. Its energy is -1323.9637 Ha. Its spin multiplicity is 1. As for the energy above the lowest of the compared OMol25 structures with the same formula, charge and spin: 18.37 kcal per mole.

Each line ends with the Löwdin charge.
Positions of all 42 atoms, in Å:
1 Au 0.148 -2.455 -1.587  1.4113
2 O -2.867 -2.943 -4.126  0.1671
3 O 2.857 -5.326 -0.917  0.2259
4 O 1.697 -3.392 -0.822  -0.0865
5 O -0.685 -0.084 0.068  0.1768
6 O 1.488 0.050 -0.541  0.1616
7 O -1.461 -2.069 -2.650  -0.1308
8 N -0.036 -4.178 -2.572  -0.0165
9 C -1.895 -3.027 -3.432  -0.5306
10 C 0.919 -5.102 -2.279  -0.1311
11 C -2.047 4.014 2.901  -0.0608
12 C -0.568 4.219 2.583  -0.5656
13 C 1.196 1.128 0.215  -0.1976
14 C 1.375 3.160 1.387  -0.0179
15 C -1.044 -4.310 -3.399  -0.1277
16 C 1.988 2.191 0.624  0.0296
17 C -0.163 1.054 0.592  -0.1779
18 C 0.788 -6.335 -2.973  0.0741
19 C -1.214 -5.488 -4.090  0.1057
20 C -0.398 5.543 1.811  -0.0351
21 C 0.222 4.305 3.905  -0.0359
22 C -0.768 2.021 1.355  0.0774
23 C 1.831 -4.607 -1.335  -0.3087
24 C 0.012 3.107 1.761  -0.1620
25 C -0.252 -6.502 -3.845  0.0227
26 B 0.326 -0.692 -0.621  -0.5757
27 H 3.383 -4.826 -0.272  0.1715
28 H -0.813 6.354 2.402  0.0862
29 H -1.807 1.939 1.612  0.1187
30 H 0.644 5.766 1.606  0.0767
31 H -2.203 3.101 3.472  0.0877
32 H 3.027 2.254 0.350  0.1227
33 H 1.968 4.001 1.707  0.1094
34 H -0.933 5.487 0.866  0.0919
35 H -2.407 4.845 3.498  0.0884
36 H 1.276 4.505 3.739  0.0763
37 H -0.188 5.107 4.510  0.0860
38 H -2.642 3.976 1.991  0.0887
39 H 1.514 -7.111 -2.792  0.1379
40 H -2.035 -5.610 -4.771  0.1428
41 H -0.363 -7.435 -4.378  0.1322
42 H 0.129 3.368 4.449  0.0910



(3)
This record from the Open Molecules 2025 dataset describes a structure of composition C17H16BrCl2N2O2V. The level of theory is ωB97M-V/def2-TZVPD.

As for the HOMO energy (spin up / spin down): -10.9 / -10.6 eV. Its gap between HOMO and LUMO (spin up / spin down) is 0.274 / 0.262 Eh. The largest force on an atom comes out at 0.5 eV Å⁻¹. As for the total charge: +1. Its energy is -5355.5181 Ha. Its spin multiplicity is 2. As for the energy above the lowest of the compared OMol25 structures with the same formula, charge and spin: 17.56 kcal per mole.

Each line ends with the Löwdin charge.
Positions of all 41 atoms, in Å:
1 Br -2.465 2.448 0.628  0.9007
2 V -1.738 0.440 2.100  0.3048
3 Cl -0.698 1.133 4.154  0.6587
4 Cl -3.440 0.374 3.982  0.6526
5 O 2.036 -3.313 0.482  0.0676
6 O -1.398 -1.350 2.119  -0.2955
7 N -0.294 0.361 0.615  -0.1114
8 N 0.320 -0.866 0.560  0.0362
9 C -1.730 -5.027 0.197  -0.0761
10 C -0.619 3.473 -1.239  -0.0716
11 C -0.599 -5.672 -0.290  -0.0668
12 C -0.352 -3.180 0.914  -0.1201
13 C -2.091 0.545 5.126  -0.8116
14 C -0.846 2.431 -0.440  -0.5418
15 C -0.114 1.185 -0.352  -0.1619
16 C 1.567 4.333 -4.155  -0.0609
17 C 1.848 3.264 -1.609  -0.0450
18 C 0.647 -5.086 -0.175  -0.0045
19 C 2.960 3.420 -2.420  -0.0619
20 C 0.775 -3.839 0.423  -0.2714
21 C -0.212 -1.828 1.573  -0.3656
22 C 0.456 4.188 -3.344  -0.0270
23 C -1.598 -3.788 0.799  -0.0244
24 C 0.582 3.631 -2.070  -0.2271
25 C 2.820 3.946 -3.697  -0.0619
26 H -2.704 -5.488 0.114  0.1055
27 H 2.054 -2.486 0.975  0.0868
28 H -2.460 -3.273 1.201  0.1102
29 H 0.560 0.949 -1.173  0.1468
30 H 1.541 -5.574 -0.539  0.1243
31 H 0.536 -1.902 2.376  0.1517
32 H 1.459 4.755 -5.145  0.1124
33 H -0.520 4.496 -3.699  0.1197
34 H 3.939 3.144 -2.051  0.1114
35 H 1.962 2.895 -0.597  0.1163
36 H 3.688 4.070 -4.330  0.1119
37 H -1.836 -0.430 5.525  0.0574
38 H -1.370 4.252 -1.305  0.1191
39 H -0.689 -6.644 -0.757  0.1106
40 H 0.341 -1.258 -0.376  0.1477
41 H -2.320 1.269 5.900  0.0542



(4)
This record from the Open Molecules 2025 dataset describes a structure of composition C17H16BrN3O12P2RuS in a non-equilibrium geometry. The level of theory is ωB97M-V/def2-TZVPD.

As for the HOMO energy (spin up / spin down): -4.1 / -5.4 eV. Its gap between HOMO and LUMO (spin up / spin down) is 0.183 / 0.175 Eh. The largest force on an atom comes out at 2.0 eV Å⁻¹. As for the total charge: -1. Its energy is -5474.6998 Ha. Its spin multiplicity is 2. As for the energy above the lowest of the compared OMol25 structures with the same formula, charge and spin: 42.88 kcal per mole.

Each line ends with the Löwdin charge.
Positions of all 53 atoms, in Å:
1 Ru 0.085 -0.133 0.273  1.2911
2 Br -12.706 0.648 3.274  0.7147
3 S 0.549 -2.761 0.806  0.3610
4 P 1.307 2.151 -1.268  0.3310
5 P 2.971 -0.197 -0.893  0.4862
6 O 1.902 -3.229 0.938  -0.3130
7 O 0.228 1.087 -1.481  -0.3959
8 O 0.235 -1.593 1.735  -0.4327
9 O 4.498 -0.558 -0.669  -0.0851
10 O 1.483 2.747 0.081  -0.3074
11 O 2.220 -0.172 0.405  -0.3573
12 O -0.478 -3.767 0.854  -0.3181
13 O 0.417 -1.966 -0.565  -0.5097
14 O 1.126 3.320 -2.365  -0.1317
15 O 3.928 2.279 -1.067  -0.0647
16 O 2.411 -1.239 -1.915  -0.1305
17 O -0.725 1.454 1.271  -0.0600
18 N -6.855 0.230 1.763  0.0677
19 N -6.069 1.171 2.213  0.0520
20 N -1.899 -0.531 0.159  0.0013
21 C -2.686 0.283 0.901  -0.1294
22 C -2.689 2.357 2.243  0.0323
23 C -10.867 0.544 2.816  -0.6945
24 C -10.417 -0.515 2.041  -0.1318
25 C -4.074 0.095 1.073  -0.0642
26 C -2.465 -1.585 -0.445  -0.0718
27 C -3.810 -1.849 -0.316  -0.0260
28 C 3.294 1.354 -3.186  -0.0683
29 C -1.966 1.378 1.475  -0.3096
30 C -4.775 1.098 1.889  -0.1686
31 C -9.077 -0.581 1.714  -0.0186
32 C -4.630 -1.017 0.442  -0.0021
33 C -8.658 1.460 2.935  -0.0162
34 C -4.012 2.201 2.437  -0.0157
35 C -8.176 0.399 2.152  -0.2653
36 C -9.998 1.529 3.264  -0.1304
37 C 2.967 1.445 -1.705  -0.5904
38 H 3.300 2.361 -3.602  0.0791
39 H -7.967 2.216 3.275  0.1011
40 H -8.697 -1.396 1.111  0.1122
41 H 0.604 4.034 -1.984  0.0743
42 H 4.606 -1.157 0.082  0.0994
43 H -5.679 -1.219 0.548  0.0810
44 H -11.108 -1.274 1.702  0.0987
45 H 4.281 0.910 -3.327  0.0847
46 H -2.138 3.189 2.660  0.1250
47 H 3.471 2.636 -0.282  0.0743
48 H -4.578 2.912 3.023  0.1078
49 H 2.557 0.750 -3.711  0.0835
50 H -10.372 2.345 3.867  0.0985
51 H -1.805 -2.222 -1.014  0.1109
52 H -4.212 -2.726 -0.805  0.1086
53 H 1.627 -1.716 -1.476  0.0322



(5)
This record from the Open Molecules 2025 dataset describes a structure of composition C17H16CaN6O2S6. The level of theory is ωB97M-V/def2-TZVPD.

As for the HOMO energy: -7.6 eV. Its gap between HOMO and LUMO is 0.270 Eh. The largest force on an atom comes out at 0.3 eV Å⁻¹. Its energy is -4203.3610 Ha. Its spin multiplicity is 1. As for the energy above the lowest of the compared OMol25 structures with the same formula, charge and spin: 4.32 kcal per mole.

Each line ends with the Löwdin charge.
Positions of all 48 atoms, in Å:
1 Ca -0.029 -0.549 -0.180  0.9797
2 S -3.249 -1.323 -3.338  0.8890
3 S -2.811 -1.229 -6.280  0.5345
4 S -0.794 -2.374 -4.424  0.8920
5 S 0.411 -2.968 -1.732  0.7416
6 S 2.840 -0.215 -0.909  0.5734
7 S -2.538 -1.718 -0.478  0.4513
8 O 0.222 1.904 3.505  0.0864
9 O 0.732 3.442 1.200  0.0268
10 N 0.078 -1.344 2.187  0.0114
11 N -0.231 1.317 1.297  0.0241
12 N 2.695 2.445 -0.819  0.1175
13 N 2.916 1.436 1.202  -0.0490
14 N -0.556 1.544 -1.431  0.0246
15 N 2.895 0.322 2.072  0.0573
16 C -1.062 4.035 -2.520  -0.0396
17 C -0.353 -4.406 -0.941  -0.3728
18 C -0.947 1.665 -2.700  -0.1063
19 C -0.673 -1.915 4.792  -0.0406
20 C -0.942 -2.371 -2.673  -1.0337
21 C 0.071 2.510 0.742  -0.4861
22 C -0.174 -0.360 3.054  -0.2027
23 C -0.639 3.917 -1.207  0.0025
24 C -2.311 -1.623 -4.773  -1.5256
25 C -0.019 1.093 2.632  -0.4737
26 C -2.095 -1.884 -2.140  -1.2043
27 C -1.217 2.889 -3.286  -0.0355
28 C -0.407 2.650 -0.692  -0.2134
29 C -0.390 -2.940 3.899  -0.0484
30 C 2.814 1.300 -0.120  -0.8810
31 C -0.025 -2.606 2.610  -0.1239
32 C -0.559 -0.605 4.366  0.0110
33 H 0.395 -4.828 -0.270  0.0342
34 H -0.461 -3.978 4.191  0.1073
35 H 2.523 2.279 1.624  0.1347
36 H 2.480 2.357 -1.798  0.0971
37 H -1.239 -4.102 -0.388  -0.0032
38 H -0.489 4.777 -0.570  0.1218
39 H -0.611 -5.142 -1.698  0.0474
40 H 3.028 -0.501 1.482  0.0169
41 H 0.191 -3.376 1.879  0.1004
42 H -1.546 2.935 -4.314  0.1130
43 H 3.710 0.399 2.675  0.0983
44 H -1.054 0.744 -3.263  0.0958
45 H -0.976 -2.139 5.806  0.1122
46 H 2.413 3.294 -0.344  0.1035
47 H -1.268 5.010 -2.943  0.1129
48 H -0.748 0.236 5.015  0.1213



(6)
This record from the Open Molecules 2025 dataset describes the molecule C17H16ClN3O3S. The level of theory is ωB97M-V/def2-TZVPD.

As for the HOMO energy: -8.8 eV. Its gap between HOMO and LUMO is 0.339 Eh. Its structure (SMILES) is C[C@@]1(c2ccc(Cl)cc2)NC(=O)N(CC(=O)NCc2cccs2)C1=O. The largest force on an atom comes out at 0.6 eV Å⁻¹. Its energy is -1905.8701 Ha. Its spin multiplicity is 1. As for the energy above the lowest of the compared OMol25 structures with the same formula, charge and spin: 10.00 kcal per mole.

Each line ends with the Löwdin charge.
Positions of all 41 atoms, in Å:
1 Cl 1.369 5.543 1.320  0.6784
2 S 2.572 -3.620 -1.746  1.0352
3 O -3.109 -1.498 2.600  0.1226
4 O -0.948 -0.244 -1.208  0.1023
5 O 0.767 -2.993 2.004  0.0762
6 N 1.047 -1.747 0.139  0.0571
7 N -1.796 -1.156 0.715  0.0896
8 N -3.078 0.488 1.443  0.1529
9 C -2.460 1.022 0.255  -0.3560
10 C -1.499 2.164 0.543  -0.1477
11 C -2.724 -0.788 1.715  -0.4706
12 C -1.337 2.667 1.827  -0.0139
13 C 3.794 -3.519 -2.951  -0.4210
14 C -1.632 -0.182 -0.211  -0.3519
15 C -3.505 1.415 -0.795  0.0209
16 C 2.486 -1.649 0.239  -0.1771
17 C -1.188 -2.468 0.688  -0.0032
18 C 0.140 3.735 -0.261  -0.0872
19 C -0.459 3.708 2.070  -0.0941
20 C 3.155 -2.173 -0.988  -0.5138
21 C 4.229 -1.668 -1.652  -0.1399
22 C 0.274 4.242 1.022  -0.6748
23 C 0.313 -2.436 1.031  -0.4715
24 C -0.744 2.700 -0.495  -0.0185
25 C 4.599 -2.443 -2.776  -0.1947
26 H -1.701 -3.071 1.441  0.1355
27 H -3.023 1.581 -1.753  0.0869
28 H 0.724 4.147 -1.069  0.1078
29 H -1.316 -2.907 -0.306  0.1431
30 H -4.236 0.616 -0.905  0.0955
31 H -0.341 4.099 3.068  0.1070
32 H 3.837 -4.268 -3.717  0.0575
33 H -3.802 0.964 1.953  0.1679
34 H 4.743 -0.774 -1.349  0.1088
35 H -1.892 2.247 2.651  0.1121
36 H -4.014 2.326 -0.490  0.0957
37 H 2.773 -2.236 1.120  0.1272
38 H 2.787 -0.606 0.398  0.1316
39 H 5.424 -2.201 -3.421  0.0991
40 H 0.598 -1.309 -0.657  0.1100
41 H -0.829 2.290 -1.489  0.1149